Entry 1:
Here is a structure of composition C28H82FeO14 at a distorted geometry from the Open Molecules 2025 dataset. Energies are from wB97M-V/def2-TZVPD.

Output
Net charge: +1
Calculated total energy in hartree: -3432.69559
HOMO (spin up / spin down) in eV: -11.55 / -11.53
Multiplicity: 6
<S²>: 8.77
LUMO (spin up / spin down) in eV: -2.51 / -4.30
Gap between HOMO and LUMO (spin up / spin down) in eV: 9.044 / 7.222

Positions of all 125 atoms, in Å:
Fe 3.0093 2.0750 0.2141
C -0.2137 -0.5181 -0.8613
C 0.5148 -0.1348 0.4176
O 1.6287 0.6350 0.1377
H 0.3295 -1.1963 -1.5184
H -0.5389 0.3353 -1.4587
H -1.1139 -1.0377 -0.5256
H 0.6699 -1.0527 0.9988
H -0.1661 0.4434 1.0593
C 0.6267 4.2842 2.6854
C 0.5619 3.9026 1.2199
O 1.7707 3.5125 0.6378
H -0.4121 4.3331 3.0295
H 1.0310 5.2811 2.8615
H 1.1149 3.5499 3.3243
H 0.1291 4.7381 0.6589
H -0.1270 3.0508 1.1151
C 3.2794 -3.5853 -3.2749
C 2.7925 -2.3491 -2.5265
O 3.6040 -1.1833 -2.6734
H 4.1424 -4.1010 -2.8550
H 3.5864 -3.2399 -4.2668
H 2.4498 -4.2841 -3.3688
H 2.7178 -2.5262 -1.4521
H 1.7851 -2.1276 -2.8926
H 3.7743 -1.0495 -3.6115
C -2.1535 4.3885 -2.6265
C -1.6438 3.2454 -3.4764
O -2.7075 2.8197 -4.3259
H -2.4005 5.2199 -3.2860
H -1.3886 4.7163 -1.9194
H -3.0399 4.1022 -2.0622
H -1.3459 2.3559 -2.9029
H -0.7441 3.5742 -4.0120
H -2.3651 2.0520 -4.7984
C 5.4520 -1.6425 0.2581
C 5.5921 -0.1847 -0.0897
O 4.3419 0.3779 -0.5252
H 4.7527 -1.8307 1.0728
H 6.4061 -2.1083 0.5156
H 5.1029 -2.2670 -0.5682
H 6.3265 -0.0821 -0.8942
H 5.9176 0.4810 0.7108
H 4.0032 -0.2265 -1.2187
C -2.3215 0.9345 3.4062
C -1.1286 1.2773 4.2561
O -1.5589 1.6310 5.5523
H -2.8557 0.0655 3.7977
H -2.1210 0.7015 2.3608
H -3.0638 1.7305 3.4102
H -0.5437 2.0663 3.7724
H -0.4879 0.3843 4.2454
H -0.8004 1.8880 6.0838
C -1.4658 -3.8275 -2.6086
C -0.9627 -3.1557 -3.8671
O -0.1377 -4.0842 -4.5680
H -2.0879 -3.2159 -1.9538
H -0.6078 -4.1244 -1.9965
H -1.9856 -4.7629 -2.8127
H -0.3971 -2.2243 -3.7687
H -1.8147 -2.8500 -4.4847
H -0.5430 -4.3536 -5.3943
C 1.4880 1.2516 -3.4740
C 1.6283 2.4628 -2.5842
O 2.8764 2.4395 -1.8403
H 0.7075 1.4956 -4.1988
H 1.1903 0.3659 -2.9196
H 2.3913 1.0611 -4.0531
H 0.8013 2.5826 -1.8864
H 1.6272 3.3827 -3.1730
H 3.5254 2.8644 -2.4088
C -4.9169 -0.9082 1.4245
C -3.9823 -1.2412 0.2791
O -3.8138 -2.6697 0.1930
H -5.8866 -1.4067 1.4329
H -5.1572 0.1572 1.3942
H -4.4109 -1.1060 2.3698
H -3.0144 -0.7554 0.3624
H -4.3687 -0.9494 -0.7098
H -4.6880 -3.0239 0.0014
C 2.5956 1.5405 4.3248
C 3.5948 2.1033 3.3446
O 3.5167 1.3634 2.0970
H 2.4699 2.1469 5.2232
H 2.9237 0.5755 4.7089
H 1.6451 1.4581 3.7996
H 4.6237 2.0453 3.7030
H 3.3786 3.1323 3.0604
H 3.8613 0.4717 2.2761
C -2.9312 2.0656 -0.0030
C -3.3973 2.9245 1.1470
O -4.6605 2.4991 1.6562
H -3.6337 1.8806 -0.8172
H -2.7498 1.0961 0.4619
H -1.9923 2.4147 -0.4376
H -3.3815 3.9890 0.8916
H -2.7651 2.7846 2.0166
H -5.3348 2.8943 1.0931
C -3.3988 -0.5178 -2.8342
C -4.3580 -0.5708 -3.9951
O -3.6431 -0.6183 -5.2317
H -3.9378 -0.4396 -1.8769
H -2.8053 0.3919 -2.9469
H -2.8060 -1.4228 -2.7173
H -5.0223 0.2981 -3.9540
H -5.0402 -1.4246 -3.9316
H -3.9766 -1.3860 -5.7011
C 2.4331 -2.1358 3.4615
C 3.9110 -2.2685 3.7249
O 4.5687 -1.0539 3.3835
H 1.9252 -1.4626 4.1510
H 1.9689 -3.1156 3.5945
H 2.2267 -1.8618 2.4246
H 4.2745 -3.0975 3.1094
H 4.0422 -2.5747 4.7657
H 5.5267 -1.1233 3.4312
C -1.2322 -2.8396 3.0182
C -0.9849 -3.5443 1.6872
O -1.9848 -4.5228 1.4807
H -0.3193 -2.3656 3.3900
H -1.4703 -3.5928 3.7717
H -2.0540 -2.1263 2.9703
H -0.0057 -4.0212 1.6381
H -0.9979 -2.7603 0.9206
H -2.7687 -4.0590 1.1540

Entry 2:
Here is an isolated molecule of C6H6O from the Open Molecules 2025 dataset. Energies are from wB97M-V/def2-TZVPD.

Output
Net charge: 0
Structure (SMILES): C=C=CC1=C[C@H]1O
Calculated total energy in hartree: -307.31218
HOMO in eV: -9.12
Relative energy (zero: lowest compared OMol25 entry of this formula, charge and spin) in eV: 4.116
LUMO in eV: 0.88
Gap between HOMO and LUMO in eV: 9.997

Positions of all 13 atoms, in Å:
O 0.4768 -0.5485 2.1758
C 1.1312 -0.3054 0.9507
C -1.7408 -1.1785 -1.3850
C -1.1893 -0.0232 -1.1514
C -0.4731 1.0295 -0.8239
C 0.6583 0.7501 0.0404
C 1.7997 0.9824 0.6368
H -0.0915 0.2135 2.3509
H 1.5027 -1.2619 0.5797
H -2.5191 -1.5775 -0.7407
H -1.4029 -1.7867 -2.2200
H -0.6952 2.0357 -1.1707
H 2.6411 1.6413 0.7969

Entry 3:
Here is a structure of composition C4H12NS2 at a distorted geometry from the Open Molecules 2025 dataset. Energies are from wB97M-V/def2-TZVPD.

Output
Net charge: +1
Calculated total energy in hartree: -1010.21215
HOMO in eV: -12.28
Relative energy (zero: lowest compared OMol25 entry of this formula, charge and spin) in eV: 7.710
LUMO in eV: -7.77
Gap between HOMO and LUMO in eV: 4.512

Positions of all 19 atoms, in Å:
N 2.7233 0.9899 3.3247
C -1.5296 -2.1520 0.2941
C -1.0381 -1.6918 1.6343
C -2.1878 -1.4339 -0.6492
S -0.1812 0.1776 -0.8528
S 0.8248 1.5784 -1.5747
C 0.1670 2.4195 -3.6269
H 3.2756 1.0970 2.3366
H 2.4194 0.1002 2.9114
H 3.5296 1.4981 3.7192
H -0.6615 -2.7213 -0.1245
H -0.0460 -2.0331 1.8536
H -1.8564 -2.0122 2.3072
H -0.9350 -0.5779 1.7164
H -2.3788 -1.8963 -1.6005
H -2.5966 -0.4351 -0.4390
H 1.1930 2.1278 -3.9079
H -0.2741 3.3881 -3.3712
H -0.4474 1.5769 -3.9510

Entry 4:
Here is an isolated molecule of C6H10O from the Open Molecules 2025 dataset. Energies are from wB97M-V/def2-TZVPD.

Output
Net charge: 0
Structure (SMILES): C1=CCOCCC1
Calculated total energy in hartree: -309.81776
HOMO in eV: -9.15
Relative energy (zero: lowest compared OMol25 entry of this formula, charge and spin) in eV: 0.670
LUMO in eV: 1.09
Gap between HOMO and LUMO in eV: 10.243

Positions of all 17 atoms, in Å:
C -1.3190 -0.2799 0.3283
C -0.5959 -1.4864 -0.2695
O 0.7420 -1.2226 -0.6635
C 1.5444 -0.6142 0.3057
C 1.4830 0.8980 0.1966
C 0.4005 1.5620 -0.2071
C -0.9949 1.0134 -0.4221
H -1.0534 -0.1633 1.3866
H -2.4043 -0.4621 0.3004
H -0.6189 -2.3290 0.4385
H -1.1244 -1.8078 -1.1781
H 1.2961 -0.9654 1.3254
H 2.5903 -0.9027 0.1255
H 2.4151 1.4522 0.3433
H 0.5000 2.6247 -0.4237
H -1.1797 0.8804 -1.5011
H -1.6811 1.8026 -0.0853